# 1
11
Properties=species:S:1:pos:R:3:nbo_charge:R:1 method="wB97M-V/def2-TZVPD" homo_lumo_gap_ev="6.15 / 6.15" mol_weight_g_mol=112.109 lumo_energy_ev="-2.878 / -2.877" homo_ev="-9.03 / -9.03" total_charge=0 de_lowest_kj_mol=429.5
C 0.204 -1.286 -0.487 -1.06
C 0.359 1.173 1.146 -0.87
F -2.807 -0.665 -0.528 -0.78
P 0.064 0.482 -0.664 1.27
S 0.692 1.390 -2.262 -0.23
H -0.221 -1.732 -1.412 0.30
H 1.073 -1.695 -0.053 0.27
H -0.507 -1.632 0.340 0.32
H 0.235 2.306 0.917 0.26
H -0.473 0.698 1.658 0.28
H 1.382 0.962 1.345 0.25

---

# 2
12
Properties=species:S:1:pos:R:3:nbo_charge:R:1 method="wB97M-V/def2-TZVPD" homo_lumo_gap_ev=9.94 mol_weight_g_mol=144.176 lumo_energy_ev=0.503 homo_ev=-9.44 smiles="CC[P@@](F)(=S)S" total_charge=0 de_lowest_kj_mol=0.0
C -1.627 0.542 -0.331 -0.62
C -0.564 -0.439 0.203 -0.72
F 1.122 -0.192 -1.843 -0.59
P 1.195 0.157 -0.183 1.36
S 1.687 1.916 0.442 -0.48
S 2.447 -1.430 0.281 -0.25
H -1.379 1.612 0.034 0.23
H -1.683 0.469 -1.335 0.21
H -2.651 0.320 -0.029 0.22
H -0.605 -1.484 -0.136 0.24
H -0.502 -0.511 1.362 0.23
H 2.560 -0.961 1.534 0.16

---

# 3
13
Properties=species:S:1:pos:R:3:nbo_charge:R:1 method="wB97M-V/def2-TZVPD" homo_lumo_gap_ev=7.78 mol_weight_g_mol=327.891 lumo_energy_ev=-0.744 homo_ev=-8.52 total_charge=0 de_lowest_kj_mol=29.9
C -1.095 -0.734 2.182 -0.49
C 1.604 0.354 -2.160 -0.25
N -0.934 -1.092 0.827 -0.07
N -1.439 -0.700 -0.156 -0.09
O 0.920 1.021 -1.143 -0.69
I 1.962 1.715 0.400 0.40
I -2.929 0.868 -0.199 -0.05
H -0.210 -0.172 2.487 0.24
H -1.994 -0.122 2.333 0.22
H -1.136 -1.649 2.773 0.23
H 0.812 0.031 -2.839 0.20
H 2.144 -0.528 -1.803 0.17
H 2.295 1.008 -2.702 0.17